1.
Below is 2 unconnected molecules or ions with the total composition C5H9NO, with properties calculated with ωB97M-V with the def2-TZVPD basis set.

```
! wB97M-V def2-TZVPD RIJCOSX def2/J DEFGRID3
* xyz 0 1
C 1.703 -0.491 -0.714
C 1.333 0.183 0.613
C 0.252 1.224 0.435
C -0.908 1.247 1.056
N -1.990 1.311 1.631
H 0.816 -0.869 -1.235
H 2.190 0.223 -1.387
H 2.386 -1.332 -0.555
H 1.018 -0.564 1.352
H 2.232 0.660 1.027
H 0.429 2.030 -0.273
H -2.728 0.791 1.142
C -1.678 -1.103 -0.774
O -2.762 -0.714 -0.410
H -0.994 -1.663 -0.107
H -1.299 -0.935 -1.802
*
```

For the frontier orbital gap, the calculation gives 9.402 eV. As for the total energy: -8866.367 eV. For the energy above the lowest of the compared OMol25 structures with the same formula, charge and spin, the calculation gives 274.5 kJ/mol. For the HOMO energy, the calculation gives -8.82 eV. Its SMILES is CCC=C=N.C=O.

Atomic partial charges in e from the Löwdin method, atoms 1 to 4: atom 1 (C): -0.1153, atom 2 (C): -0.2663, atom 3 (C): -0.1337, atom 4 (C): -0.2054


2.
Below is 2 unconnected molecules or ions with the total composition C3H9NO3, with properties calculated with ωB97M-V with the def2-TZVPD basis set.

```
! wB97M-V def2-TZVPD RIJCOSX def2/J DEFGRID3
* xyz 0 1
C 0.256 0.623 2.644
N 1.627 0.422 1.966
C 1.623 0.593 0.518
C 1.049 -0.674 -0.059
O 0.533 -1.504 0.699
O 1.286 -1.020 -1.317
H 0.124 1.699 3.049
H -0.474 0.618 1.874
H 0.199 -0.129 3.328
H 2.096 -0.444 2.297
H 0.851 1.254 0.105
H 2.622 0.829 0.094
H 1.933 -1.817 -1.399
O -5.063 1.204 -3.544
H -4.605 1.571 -4.303
H -5.753 0.776 -4.131
*
```

For the frontier orbital gap, the calculation gives 9.100 eV. As for the total energy: -10887.821 eV. For the energy above the lowest of the compared OMol25 structures with the same formula, charge and spin, the calculation gives 266.3 kJ/mol. For the HOMO energy, the calculation gives -8.63 eV. Its SMILES is CNCC(=O)O.O.

Atomic partial charges in e from the Löwdin method, atoms 1 to 4: atom 1 (C): -0.0743, atom 2 (N): -0.1181, atom 3 (C): -0.1600, atom 4 (C): -0.5290


3.
Below is a molecular structure, C2H13F3HfO5Pb, with properties calculated with ωB97M-V with the def2-TZVPD basis set.

```
! wB97M-V def2-TZVPD RIJCOSX def2/J DEFGRID3
* xyz 2 1
Pb -1.434 3.522 -0.268
Hf 1.528 0.628 -1.357
F 1.158 2.803 -1.853
F 2.145 1.675 0.450
F -0.457 1.208 -0.340
C 1.671 -3.583 0.012
C 0.770 -2.365 0.279
O 0.737 -1.319 -0.682
H 1.320 -4.083 -0.893
H 1.571 -4.357 0.771
H 2.723 -3.324 -0.101
H 1.071 -1.867 1.207
H -0.199 -2.793 0.551
O -2.620 -0.822 -0.284
H -2.066 -0.071 -0.510
H -2.039 -1.585 -0.354
O -1.092 -0.078 2.594
H -0.549 -0.363 1.854
H -0.653 -0.433 3.374
O -1.934 2.352 -2.669
H -1.306 1.807 -3.149
H -2.796 2.113 -3.036
O 0.621 3.838 1.182
H 0.818 4.154 2.075
H 1.010 2.944 1.147
*
```

For the frontier orbital gap, the calculation gives 6.565 eV. As for the total energy: -27213.983 eV. For the HOMO energy, the calculation gives -16.58 eV.

Atomic partial charges in e from the Löwdin method, atoms 1 to 4: atom 1 (Pb): 1.8222, atom 2 (Hf): 2.2084, atom 3 (F): -0.5486, atom 4 (F): -0.4461


4.
Below is 8 unconnected molecules or ions with the total composition C16H36Cl14PS, with properties calculated with ωB97M-V with the def2-TZVPD basis set.

```
! wB97M-V def2-TZVPD RIJCOSX def2/J DEFGRID3
* xyz 1 1
C -3.885 -1.553 2.125
P -3.877 -2.459 0.561
C -2.776 -1.968 -0.786
S -5.020 -4.059 0.382
H -3.631 -0.519 1.912
H -3.132 -1.939 2.797
H -4.865 -1.563 2.580
H -1.773 -1.854 -0.389
H -3.093 -0.998 -1.148
H -2.746 -2.682 -1.595
H -6.170 -4.058 -0.310
H -4.616 -5.304 0.769
Cl 1.045 -0.883 -0.064
C 0.936 -0.923 1.720
C 0.843 -2.329 2.238
Cl -0.734 -3.057 1.800
H 0.082 -0.331 2.024
H 1.842 -0.453 2.101
H 0.907 -2.328 3.323
H 1.630 -2.963 1.841
Cl -1.683 2.222 2.755
C -0.688 2.874 1.413
C 0.712 3.231 1.836
Cl 0.732 4.632 2.929
H -1.209 3.737 1.009
H -0.645 2.103 0.649
H 1.294 3.493 0.958
H 1.201 2.408 2.345
Cl 4.867 -0.485 1.899
C 4.756 0.417 0.364
C 5.138 1.861 0.569
Cl 3.937 2.759 1.550
H 3.746 0.317 -0.021
H 5.443 -0.056 -0.336
H 5.204 2.371 -0.390
H 6.097 1.938 1.071
Cl -3.637 -7.004 2.049
C -3.513 -5.814 3.390
C -2.130 -5.794 3.986
Cl -1.769 -7.304 4.847
H -4.265 -6.072 4.129
H -3.748 -4.831 2.982
H -2.062 -4.982 4.708
H -1.372 -5.648 3.223
Cl 6.153 -2.407 -2.764
C 4.530 -3.092 -3.027
C 3.493 -2.395 -2.189
Cl 3.710 -2.729 -0.451
H 4.573 -4.153 -2.806
H 4.293 -2.962 -4.081
H 2.498 -2.741 -2.462
H 3.533 -1.318 -2.328
Cl 0.309 3.565 -2.930
C -0.788 2.342 -3.612
C -0.484 0.948 -3.127
Cl 1.072 0.359 -3.764
H -0.714 2.402 -4.693
H -1.798 2.622 -3.317
H -1.255 0.265 -3.482
H -0.442 0.895 -2.044
Cl -1.415 6.651 -4.288
C -1.436 8.055 -3.188
C -0.113 8.259 -2.499
Cl 0.247 6.961 -1.330
H -2.235 7.902 -2.469
H -1.671 8.929 -3.791
H -0.137 9.192 -1.940
H 0.704 8.301 -3.212
*
```

For the frontier orbital gap, the calculation gives 8.183 eV. As for the total energy: -212606.895 eV. For the energy above the lowest of the compared OMol25 structures with the same formula, charge and spin, the calculation gives 16.5 kJ/mol. For the HOMO energy, the calculation gives -12.20 eV.

Atomic partial charges in e from the Löwdin method, atoms 1 to 4: atom 1 (C): -0.2782, atom 2 (P): 0.5708, atom 3 (C): -0.2856, atom 4 (S): 0.6733


5.
Below is a molecular structure, C25H17Br4Cl2CsN2O4Te, with properties calculated with ωB97M-V with the def2-TZVPD basis set.

```
! wB97M-V def2-TZVPD RIJCOSX def2/J DEFGRID3
* xyz -2 1
Cs -0.709 -0.601 -1.309
C -1.472 -1.348 4.239
C -0.714 -0.537 5.068
C 0.175 0.363 4.507
C 0.288 0.430 3.117
N -0.449 -0.351 2.328
C -1.298 -1.208 2.867
C 1.225 1.357 2.424
C 2.169 2.121 3.111
C 3.027 2.935 2.392
C 2.929 2.967 1.012
C 1.954 2.177 0.414
N 1.127 1.404 1.096
H -2.177 -2.063 4.641
H -0.817 -0.601 6.145
H 0.760 1.004 5.152
H -1.871 -1.809 2.166
H 2.249 2.074 4.189
H 3.771 3.531 2.908
H 3.592 3.577 0.415
H 1.841 2.167 -0.666
Cl -6.091 5.129 -0.025
C -5.115 3.692 -0.240
C -5.686 2.439 0.018
C -4.930 1.312 -0.146
Cl -5.637 -0.237 0.191
C -3.551 1.319 -0.590
O -2.882 0.266 -0.734
C -3.034 2.641 -0.829
C -1.654 2.772 -1.262
O -1.062 3.817 -1.476
C -3.813 3.790 -0.650
H -6.713 2.361 0.349
H -1.144 1.799 -1.389
H -3.348 4.748 -0.847
Br 3.607 0.185 -6.757
C 3.049 -0.382 -5.031
C 3.935 -0.352 -3.973
Br 5.737 0.189 -4.231
C 3.484 -0.748 -2.698
Br 4.654 -0.696 -1.192
C 2.180 -1.170 -2.438
O 1.754 -1.510 -1.272
C 1.247 -1.239 -3.567
O 0.061 -1.656 -3.349
C 1.729 -0.817 -4.814
Br 0.478 -0.872 -6.250
C -0.416 -5.693 -0.796
Te 0.509 -3.768 -1.358
C 2.014 -4.171 0.120
H -0.555 -5.719 0.287
H 0.175 -6.563 -1.091
H -1.397 -5.762 -1.270
H 2.576 -5.060 -0.164
H 1.564 -4.323 1.102
H 2.674 -3.307 0.153
*
```

For the frontier orbital gap, the calculation gives 4.775 eV. As for the total energy: -350427.772 eV. For the energy above the lowest of the compared OMol25 structures with the same formula, charge and spin, the calculation gives 149.7 kJ/mol. For the HOMO energy, the calculation gives -1.13 eV.

Atomic partial charges in e from the Löwdin method, atoms 1 to 4: atom 1 (Cs): 1.5070, atom 2 (C): -0.0689, atom 3 (C): -0.0861, atom 4 (C): -0.0282


6.
Below is a single C5H8N2 molecule, with properties calculated with ωB97M-V with the def2-TZVPD basis set.

```
! wB97M-V def2-TZVPD RIJCOSX def2/J DEFGRID3
* xyz 0 1
C 0.722 2.399 0.712
C 0.358 1.112 0.624
C 0.649 -0.071 1.437
C 0.402 -1.144 0.663
N -0.043 -0.782 -0.600
C -1.062 -1.552 -1.287
N -0.362 0.600 -0.480
H 0.607 3.047 -0.151
H 1.148 2.831 1.607
H 1.140 -0.072 2.400
H 0.561 -2.197 0.873
H -0.767 -2.606 -1.277
H -1.102 -1.225 -2.332
H -2.060 -1.437 -0.842
H -0.190 1.098 -1.345
*
```

For the frontier orbital gap, the calculation gives 8.060 eV. As for the total energy: -8292.876 eV. For the energy above the lowest of the compared OMol25 structures with the same formula, charge and spin, the calculation gives 204.5 kJ/mol. For the HOMO energy, the calculation gives -7.06 eV. Its SMILES is C=C1C=CN(C)N1.

Atomic partial charges in e from the Löwdin method, atoms 1 to 4: atom 1 (C): 0.0110, atom 2 (C): -0.3694, atom 3 (C): -0.0277, atom 4 (C): -0.0956


7.
Below is a single C2H5FN2O3 molecule, with properties calculated with ωB97M-V with the def2-TZVPD basis set.

```
! wB97M-V def2-TZVPD RIJCOSX def2/J DEFGRID3
* xyz 0 1
N -0.383 -1.723 -0.332
C -0.724 -0.445 -0.805
F -2.099 -0.371 -0.987
C 0.062 0.661 -0.095
O -0.357 1.896 -0.472
N -0.155 -0.438 -2.258
O 1.023 -0.422 -2.398
O -0.932 -0.506 -3.202
H 0.520 -1.963 -0.670
H -1.196 -2.425 -0.499
H 1.029 0.408 -0.437
H 0.022 0.601 0.992
H -0.880 2.379 0.141
*
```

For the frontier orbital gap, the calculation gives 10.657 eV. As for the total energy: -13991.600 eV. For the energy above the lowest of the compared OMol25 structures with the same formula, charge and spin, the calculation gives 7.5 kJ/mol. For the HOMO energy, the calculation gives -10.24 eV. Its SMILES is N[C@@](F)(CO)[N+](=O)[O-].

Atomic partial charges in e from the Löwdin method, atoms 1 to 4: atom 1 (N): 0.1282, atom 2 (C): -0.4446, atom 3 (F): 0.0760, atom 4 (C): -0.1967